Record 1
{"formula": "C36H42F4N8O8S4", "method": "ωB97M-V with the def2-TZVPD basis set", "charge": 4, "e_above_lowest_ev": 0.0000, "total_energy_ha": -4427.87867, "multiplicity": 1, "species": ["C", "N", "C", "C", "C", "C", "C", "C", "C", "C", "N", "C", "C", "C", "H", "H", "H", "H", "H", "H", "H", "H", "H", "H", "H", "H", "H", "H", "C", "N", "C", "C", "C", "C", "C", "C", "C", "C", "N", "C", "C", "C", "H", "H", "H", "H", "H", "H", "H", "H", "H", "H", "H", "H", "H", "H", "C", "N", "C", "C", "C", "C", "C", "C", "C", "C", "N", "C", "C", "C", "H", "H", "H", "H", "H", "H", "H", "H", "H", "H", "H", "H", "H", "H", "N", "S", "O", "O", "F", "S", "O", "O", "F", "N", "S", "O", "O", "F", "S", "O", "O", "F"], "xyz": [[3.9686, -4.9494, 1.9564], [2.8241, -4.2406, 1.3364], [1.7773, -4.9434, 0.8850], [0.6965, -4.3176, 0.3106], [0.7039, -2.9281, 0.2224], [1.7242, -2.2212, 0.8618], [2.8309, -2.8905, 1.3662], [-0.3675, -2.2410, -0.5554], [-1.1046, -1.2022, -0.0313], [-2.0841, -0.5881, -0.7692], [-2.2079, -0.8522, -2.0798], [-1.3604, -1.7043, -2.6939], [-0.4789, -2.4517, -1.9261], [-3.2658, -0.1653, -2.8573], [4.0540, -5.9147, 1.4678], [3.7887, -5.0962, 3.0211], [4.8369, -4.3073, 1.8526], [1.8234, -6.0169, 0.9946], [-0.0618, -4.9230, -0.1642], [1.8362, -1.1425, 0.8235], [3.7179, -2.4128, 1.7496], [-0.9859, -0.8610, 0.9880], [-2.7566, 0.0926, -0.2698], [-1.3618, -1.7363, -3.7712], [0.1966, -3.1428, -2.4177], [-3.3851, -0.6796, -3.8085], [-2.9732, 0.8733, -2.9655], [-4.2085, -0.3598, -2.3508], [-1.8212, 2.6910, -5.3052], [-0.8001, 1.6562, -5.6109], [-1.1623, 0.4450, -6.0579], [-0.2563, -0.5271, -6.3609], [1.0845, -0.3142, -6.0009], [1.4041, 0.9011, -5.3923], [0.4559, 1.9201, -5.2367], [2.1248, -1.3477, -6.2944], [1.9682, -2.1754, -7.3989], [2.9537, -3.1104, -7.6728], [4.0394, -3.2396, -6.9027], [4.1118, -2.5744, -5.7373], [3.1495, -1.6333, -5.4106], [5.0616, -4.2101, -7.3345], [-1.7852, 3.4390, -6.0989], [-1.5242, 3.1442, -4.3657], [-2.8359, 2.3073, -5.3310], [-2.1830, 0.3732, -6.4110], [-0.5160, -1.4530, -6.8532], [2.4403, 1.0659, -5.1236], [0.7599, 2.7906, -4.6698], [1.1673, -2.0123, -8.1053], [2.9225, -3.7105, -8.5708], [4.9676, -2.7173, -5.0917], [3.2244, -1.0557, -4.4986], [5.2209, -4.0795, -8.4004], [4.7343, -5.2067, -7.0494], [5.9989, -3.9584, -6.8431], [-4.4923, 3.5536, 12.4913], [-3.8936, 3.8034, 11.1385], [-4.5711, 4.5683, 10.2673], [-4.1880, 4.5920, 8.9479], [-3.2068, 3.7169, 8.4486], [-2.5934, 2.8537, 9.3759], [-2.9935, 2.9185, 10.6920], [-2.9162, 3.6920, 7.0162], [-3.9095, 3.8072, 6.0530], [-3.5772, 3.7185, 4.6960], [-2.2909, 3.6821, 4.3231], [-1.3028, 3.5729, 5.2271], [-1.5853, 3.6344, 6.5659], [-1.9553, 3.5875, 2.8647], [-4.6057, 4.5238, 12.9673], [-3.8459, 2.9504, 13.1226], [-5.4051, 2.9898, 12.3202], [-5.3591, 5.1735, 10.6954], [-4.6280, 5.2556, 8.2160], [-1.8287, 2.1785, 9.0208], [-2.5052, 2.2311, 11.3698], [-4.9674, 3.7876, 6.2777], [-4.2688, 3.8633, 3.8788], [-0.2861, 3.4679, 4.8764], [-0.7810, 3.6058, 7.2884], [-1.9965, 2.5312, 2.6247], [-0.9764, 4.0364, 2.7277], [-2.6594, 4.1826, 2.2919], [-0.4624, 1.8314, -2.1077], [-0.8686, 3.0446, -1.0008], [0.0861, 4.1072, -0.8248], [-1.7524, 2.6467, 0.0831], [-1.9121, 3.8154, -1.9278], [0.9540, 1.5148, -1.6385], [1.0853, 1.0309, -0.2801], [1.9427, 2.3426, -2.2701], [1.0656, 0.1078, -2.4564], [4.4449, -3.6104, -1.5525], [3.9697, -2.0562, -1.9423], [2.5603, -1.7607, -2.0176], [4.7620, -1.4160, -2.9351], [4.3806, -1.2766, -0.6052], [3.6411, -4.3879, -2.6327], [3.7240, -3.9158, -3.9689], [2.3790, -4.8598, -2.1019], [4.5071, -5.7217, -2.6526]]}


Record 2
{"formula": "C36H43BN3O7S2", "method": "ωB97M-V with the def2-TZVPD basis set", "charge": -1, "total_energy_ha": -2909.89578, "multiplicity": 1, "species": ["C", "C", "O", "N", "C", "C", "O", "S", "O", "O", "N", "S", "O", "O", "B", "O", "N", "C", "C", "H", "H", "H", "H", "H", "H", "H", "H", "H", "H", "H", "H", "H", "C", "C", "C", "C", "C", "C", "H", "H", "H", "H", "H", "H", "C", "C", "C", "C", "C", "C", "H", "H", "H", "H", "H", "H", "C", "C", "C", "C", "C", "C", "H", "H", "H", "H", "H", "H", "C", "C", "C", "C", "C", "C", "H", "H", "H", "H", "H", "H", "C", "C", "C", "C", "C", "C", "H", "H", "H", "H", "H", "H"], "xyz": [[-1.7631, -2.9916, -2.1069], [-0.5278, -3.8236, -1.9644], [0.5543, -3.3661, -2.2848], [-0.6730, -5.1734, -1.4754], [0.2427, -6.0743, -2.2050], [1.7251, -6.0266, -1.9934], [-0.2585, -6.8737, -2.9765], [-0.3681, -5.3538, 0.2349], [-1.5654, -5.0948, 0.9705], [0.0471, -6.7309, 0.2802], [0.8898, -4.4756, 0.6323], [0.6443, -2.9230, 1.0537], [-0.5928, -2.3406, 0.5673], [0.9179, -2.7648, 2.4616], [2.0791, -2.0652, 0.1795], [3.1694, -2.8110, -0.1217], [2.0537, -0.6642, -0.1205], [3.3527, -0.1975, -0.6425], [0.9898, -0.3077, -1.0937], [-2.3662, -3.3750, -2.9228], [-1.4662, -1.9902, -2.3688], [-2.3231, -2.9253, -1.1857], [2.2494, -6.1673, -2.9256], [1.9659, -6.7962, -1.2753], [2.0503, -5.0975, -1.5567], [3.0720, -3.6927, 0.2554], [3.2612, 0.8503, -0.8964], [3.5799, -0.7024, -1.5765], [4.1331, -0.3527, 0.0852], [0.3543, -1.1423, -1.3371], [0.3627, 0.4675, -0.6672], [1.4079, 0.0648, -2.0200], [-1.0036, -11.1688, -6.2787], [0.3299, -11.4543, -6.0241], [1.0161, -10.7441, -5.0479], [0.3680, -9.7542, -4.3217], [-0.9662, -9.4700, -4.5735], [-1.6501, -10.1757, -5.5543], [-1.5395, -11.7200, -7.0415], [0.8349, -12.2299, -6.5864], [2.0584, -10.9627, -4.8526], [0.8979, -9.2005, -3.5593], [-1.4669, -8.6995, -4.0062], [-2.6901, -9.9513, -5.7544], [2.1539, 4.9238, 2.6246], [1.7608, 3.7621, 3.2752], [1.7104, 2.5602, 2.5822], [2.0606, 2.5180, 1.2401], [2.4556, 3.6796, 0.5905], [2.4997, 4.8828, 1.2817], [2.1911, 5.8632, 3.1635], [1.4928, 3.7928, 4.3241], [1.3987, 1.6541, 3.0852], [2.0205, 1.5805, 0.7059], [2.7292, 3.6465, -0.4571], [2.8040, 5.7905, 0.7743], [-6.5629, -3.0665, -0.4918], [-5.3002, -3.5537, -0.1826], [-4.5939, -3.0341, 0.8890], [-5.1554, -2.0329, 1.6688], [-6.4216, -1.5483, 1.3676], [-7.1242, -2.0618, 0.2846], [-7.1093, -3.4695, -1.3354], [-4.8559, -4.3410, -0.7784], [-3.6047, -3.4176, 1.1157], [-4.6042, -1.6309, 2.5087], [-6.8611, -0.7674, 1.9757], [-8.1087, -1.6785, 0.0462], [1.1276, 7.4756, 5.5518], [1.9107, 7.6632, 6.6815], [2.2913, 8.9440, 7.0561], [1.8830, 10.0371, 6.3047], [1.0979, 9.8490, 5.1761], [0.7229, 8.5678, 4.7980], [0.8317, 6.4770, 5.2566], [2.2250, 6.8108, 7.2694], [2.9069, 9.0905, 7.9341], [2.1774, 11.0361, 6.5989], [0.7788, 10.7015, 4.5905], [0.1145, 8.4188, 3.9152], [-0.2367, 10.1752, -0.3789], [-0.0825, 9.1835, 0.5794], [0.4485, 7.9512, 0.2251], [0.8322, 7.7132, -1.0865], [0.6809, 8.7056, -2.0446], [0.1435, 9.9354, -1.6918], [-0.6535, 11.1353, -0.1029], [-0.3772, 9.3715, 1.6039], [0.5634, 7.1743, 0.9705], [1.2485, 6.7524, -1.3610], [0.9812, 8.5198, -3.0676], [0.0212, 10.7076, -2.4403]]}